# C23H32NSn

A molecular structure, C23H32NSn in a non-equilibrium geometry (wB97M-V/def2-TZVPD, the OMol25 dataset).

Last column: natural (NBO) charge in e.
Element x y z (Å)
C -0.81917 2.35955 -0.65845  -0.08
C -1.47273 1.65881 0.41005  -0.14
C -1.94508 0.38395 -0.11610  -0.10
C -1.55394 0.29868 -1.47823  -0.07
C -0.79396 1.49258 -1.81012  -0.17
Sn 0.49982 0.47900 -0.14837  1.59
C 1.04869 -2.58855 0.28045  -0.12
C 1.72565 -1.37361 -0.39059  -0.37
H 2.76223 -1.22710 -0.05383  0.24
C 1.39750 -0.82101 -1.68786  -0.74
H 0.65299 -1.33141 -2.31338  0.23
H 2.20304 -0.36081 -2.27518  0.24
C 2.11270 -3.65170 0.64323  -0.59
H 2.82038 -3.25262 1.39032  0.22
H 1.65082 -4.56502 1.06037  0.22
H 2.68395 -3.93126 -0.25948  0.22
C -0.01047 -3.22261 -0.64370  -0.60
H -0.79205 -2.48842 -0.89713  0.20
H 0.45868 -3.56904 -1.57985  0.23
H -0.49867 -4.08678 -0.16178  0.23
C -1.84907 2.24672 1.74412  -0.64
H -0.98991 2.73492 2.23374  0.21
H -2.64169 3.01031 1.62047  0.24
H -2.23771 1.47484 2.42610  0.23
C -2.78985 -0.59989 0.64411  -0.65
H -2.51987 -0.62331 1.71217  0.23
H -3.86089 -0.32865 0.57553  0.24
H -2.67510 -1.62185 0.24990  0.22
C -1.98716 -0.73314 -2.47939  -0.65
H -2.34533 -1.65408 -1.99325  0.23
H -2.82128 -0.33028 -3.08476  0.24
H -1.18045 -1.00361 -3.18135  0.22
C -0.28756 1.84956 -3.18051  -0.63
H -0.09875 0.94618 -3.78317  0.23
H -1.02107 2.47465 -3.72682  0.24
H 0.65706 2.41357 -3.11933  0.21
C -0.28911 3.76410 -0.60096  -0.64
H 0.51389 3.92554 -1.33726  0.21
H -1.10040 4.48573 -0.81508  0.25
H 0.12065 3.99876 0.39406  0.22
C 0.50212 -0.74099 1.96504  -0.34
C 0.35621 -2.09548 1.56756  0.00
C -0.07165 -0.26071 3.16127  -0.19
C -0.45965 -2.92248 2.36175  -0.16
H 1.37731 -0.14769 1.54579  0.23
C -0.86164 -1.10736 3.94386  -0.22
H 0.11368 0.77370 3.46465  0.22
C -1.05986 -2.43754 3.53308  -0.20
H -0.62057 -3.96629 2.07211  0.22
H -1.31712 -0.74158 4.86969  0.23
H -1.67846 -3.10763 4.13983  0.23
C 3.87480 3.71359 -1.15033  -0.72
C 2.80186 2.68528 -0.83180  0.55
N 1.91168 1.83213 -0.56752  -0.60
H 4.81652 3.19342 -1.42059  0.29
H 4.04687 4.35469 -0.26180  0.28
H 3.54109 4.34227 -2.00125  0.29

The electronic energy comes out at -31679.1503 eV. Its spin multiplicity is 1. As for the total charge: +1. The calculation puts the HOMO energy (spin up / spin down) at -9.201 / -8.583 eV.